Record 1
C3H7IN2 | ωB97M-V/def2-TZVPD

Each line ends with the Mulliken charge.
Positions of all 13 atoms, in Å:
C 1.277 -0.738 0.512  -0.22
C -1.313 -0.985 -0.309  -0.50
C 0.607 1.515 0.306  -0.69
N -1.057 -1.452 -1.458  -0.49
N 0.426 0.208 0.573  -0.20
I -2.668 0.754 0.402  -0.04
H 2.294 -0.519 0.174  0.27
H 1.118 -1.852 0.769  0.19
H -1.083 -1.559 0.495  0.63
H 1.303 1.638 -0.550  0.33
H -0.295 1.958 -0.015  0.20
H 0.998 2.088 1.277  0.24
H -1.608 -1.055 -2.177  0.28

Computed properties:
HOMO energy: -9.142 eV
Multiplicity: 1
Lowest unoccupied orbital energy: 0.15 eV
Frontier orbital gap: 9.30 eV
SMILES: [H]/N=C\I.C=NC


Record 2
C3H7IN4 | ωB97M-V/def2-TZVPD

Each line ends with the Mulliken charge.
Positions of all 15 atoms, in Å:
C 1.824 0.178 1.290  -0.37
C 0.532 1.520 -0.733  -1.06
C -1.052 -0.541 -0.541  -0.40
N -1.802 -2.468 0.526  -0.59
N 0.673 -0.225 0.869  -0.69
N -0.972 -1.794 -0.063  0.25
N -0.033 0.341 -0.154  0.61
I -3.259 0.691 -0.372  -0.21
H 2.081 -0.413 2.122  0.29
H 2.366 1.084 0.856  0.25
H -0.017 2.060 -1.608  0.29
H 0.696 2.227 -0.025  0.43
H 1.510 1.270 -1.178  0.40
H -1.116 -0.496 -1.617  0.52
H -1.430 -3.434 0.629  0.28

Computed properties:
HOMO energy: -8.381 eV
Multiplicity: 1
Lowest unoccupied orbital energy: -0.18 eV
Frontier orbital gap: 8.20 eV
SMILES: [H]/N=N/[C@@H](I)N(C)N=C


Record 3
C3H7INO | ωB97M-V/def2-TZVPD

Each line ends with the Mulliken charge.
Positions of all 13 atoms, in Å:
C 1.242 -3.240 -0.056  0.13
C -0.296 -0.231 0.984  -0.72
C 1.029 0.678 -0.924  -0.85
N 0.222 -0.441 -0.393  0.01
O 1.438 -4.355 0.055  -0.07
I 2.912 0.727 0.069  0.22
H 1.194 0.521 -1.956  0.43
H -0.475 0.904 1.290  0.32
H -1.437 -0.628 1.040  0.35
H 0.233 -0.730 1.819  0.32
H 0.301 1.544 -0.741  0.48
H -0.562 -0.546 -1.070  0.39
H 0.768 -1.323 -0.098  -0.02

Computed properties:
Total charge: +1
HOMO energy: -14.007 eV
Multiplicity: 1
Lowest unoccupied orbital energy: -3.74 eV
Frontier orbital gap: 10.27 eV


Record 4
C3H7INS2 | ωB97M-V/def2-TZVPD

Each line ends with the Mulliken charge.
Positions of all 14 atoms, in Å:
C 0.849 -1.809 -1.199  0.07
C -0.233 0.840 -1.598  -0.81
C -0.702 0.425 1.682  -0.12
N -1.056 1.194 2.672  -0.26
S 0.578 -3.437 -0.887  0.02
S -0.409 -0.946 -1.879  0.10
I -2.371 -0.810 0.999  -0.03
H 1.824 -1.346 -0.888  0.32
H 0.354 1.298 -2.425  0.39
H -1.191 1.065 -1.968  0.38
H 0.065 1.003 -0.544  0.25
H -0.421 1.962 3.037  0.28
H -1.966 1.208 3.134  0.20
H -0.585 -3.462 -1.590  0.20

Computed properties:
Total charge: +1
HOMO energy (alpha / beta): -12.180 / -12.180 eV
Multiplicity: 1
Lowest unoccupied orbital energy (alpha / beta): -5.42 / -5.42 eV
Frontier orbital gap (alpha / beta): 6.76 / 6.76 eV


Record 5
C3H7IOS2 | ωB97M-V/def2-TZVPD

Each line ends with the Mulliken charge.
Positions of all 14 atoms, in Å:
C -0.994 -0.589 1.017  -1.22
C 0.090 -0.840 -1.221  -1.15
C -0.132 -0.008 -0.040  0.74
O 1.480 -0.203 1.928  -0.48
S 0.119 2.816 -1.559  -0.42
S 1.462 0.318 0.565  0.41
I 1.304 3.241 0.453  0.21
H -0.391 -1.121 1.757  0.37
H -1.706 0.287 1.356  0.29
H -1.457 -1.537 0.605  0.29
H 1.159 -0.962 -1.199  0.34
H -0.220 -0.419 -2.193  0.29
H -0.215 -1.906 -1.088  0.34
H -0.499 0.925 -0.378  0.01

Computed properties:
HOMO energy (alpha / beta): -8.267 / -8.203 eV
Multiplicity: 1
Lowest unoccupied orbital energy (alpha / beta): -2.09 / -2.49 eV
Frontier orbital gap (alpha / beta): 6.17 / 5.72 eV


Record 6
C3H7MgO3Pd | ωB97M-V/def2-TZVPD

Each line ends with the Löwdin spin population.
Positions of all 15 atoms, in Å:
O -0.379 -2.245 -0.497  0.30
C 0.961 -1.943 -0.680  0.03
C 1.386 -0.759 0.179  0.03
O 0.382 0.262 0.009  0.32
C 0.651 1.494 0.524  0.71
Pd -1.160 -0.687 -0.238  0.98
H 1.186 -1.698 -1.739  0.00
H 1.627 -2.787 -0.411  0.01
H 2.363 -0.357 -0.124  0.00
H 1.410 -1.025 1.247  0.00
H -3.206 3.083 0.340  0.00
H 1.700 1.790 0.562  0.05
Mg -3.029 0.544 -0.217  0.40
O -3.717 2.266 0.094  0.11
H -0.174 2.061 0.951  0.05

Computed properties:
HOMO energy (alpha / beta): -7.504 / -8.491 eV
Multiplicity: 4
Lowest unoccupied orbital energy (alpha / beta): 0.50 / -1.46 eV
Expectation value of S²: 3.759
Frontier orbital gap (alpha / beta): 8.00 / 7.03 eV


Q: What is the multiplicity in the sixth record?
A: 4


Q: Number 5 is which compound?
A: C3H7IOS2